This record from the Open Molecules 2025 dataset describes a cluster of 2 separate species, C5H7N4S in total in a non-equilibrium geometry. The level of theory is wB97M-V/def2-TZVPD.

## Properties
* lowest unoccupied orbital energy (alpha / beta): 3.37 / 3.37 eV
* total charge: -1
* E: -811.814627 hartree
* gap between HOMO and LUMO (alpha / beta): 6.4512 / 6.4507 eV
* ΔE to the lowest compared entry with this formula, charge and spin: 50.9 kcal per mole
* E_HOMO (alpha / beta): -3.1 / -3.1 eV
* largest force on an atom: 0.10217 Eh/bohr

Structure (XYZ):
```
17
C5H7N4S wB97M-V/def2-TZVPD
C 2.41951 0.47008 2.97852
C 0.09833 1.63744 0.15625
C -0.24414 0.33649 0.81380
C 1.07781 0.48769 0.19850
C -1.23480 -0.76899 0.22689
N 2.35119 2.27272 1.72683
N 2.42195 1.53951 3.72692
N 2.39778 2.61195 2.96898
N 2.37913 0.93572 1.67435
S 2.31772 -1.06784 3.40601
H -0.19195 2.12577 -0.79760
H 0.37826 2.41825 0.85948
H -0.36360 0.40188 1.88043
H 1.53243 -0.15399 -0.54044
H -2.12465 -0.33978 0.13055
H -1.19921 -1.33230 1.12230
H -0.96944 -1.31127 -0.61381
```

The molecule's Löwdin atomic charges, reported in e, are given here: number 1, C, carries -1.15; number 2, C, carries -0.11; number 3, C, carries -0.29; number 4, C, carries 0.00; number 5, C, carries -0.01; number 6, N, carries -0.13; number 7, N, carries -0.08; number 8, N, carries -0.11; number 9, N, carries -0.04; number 10, S, carries 0.39; number 11, H, carries 0.11; number 12, H, carries 0.07; number 13, H, carries 0.13; number 14, H, carries 0.11; number 15, H, carries 0.02; number 16, H, carries 0.06; number 17, H, carries 0.05